Record 1
A structure of composition C28H40AlClN6O4S in a non-equilibrium geometry, computed with ωB97M-V with the def2-TZVPD basis set.

Properties
E_LUMO = -5.67 eV
HOMO energy = -12.73 eV
Kohn-Sham gap = 7.065 eV

ORCA input file:
```
! RIJCOSX wB97M-V def2-TZVPD def2/J DEFGRID3
* xyz 2 1
Al -0.645 0.452 -0.177
C 1.193 1.788 2.083
C 0.883 3.095 1.381
C -0.515 3.265 0.828
C -1.015 4.561 0.803
C -2.326 4.815 0.461
C -3.150 3.733 0.185
C -2.602 2.478 0.183
N -1.297 2.214 0.455
N 1.490 0.668 1.168
C 2.782 0.886 0.397
C 2.044 -1.586 -1.550
C 4.115 -2.203 -2.153
C 3.837 -3.208 -2.970
C 2.630 -4.019 -2.883
C 1.438 -3.579 -2.463
N 1.149 -2.246 -2.092
C 1.607 -0.582 1.907
C 0.268 -1.217 2.148
C 0.147 -2.175 3.141
C -1.086 -2.725 3.427
C -2.188 -2.274 2.713
C -1.998 -1.344 1.721
N -0.786 -0.823 1.409
H 2.056 1.964 2.739
H 0.372 1.505 2.749
H 0.992 3.886 2.123
H 1.632 3.311 0.616
H -0.356 5.370 1.087
H -2.706 5.828 0.441
H -4.200 3.853 -0.039
H -3.228 1.636 -0.062
H 2.636 1.732 -0.365
H 3.763 1.282 2.078
H 4.962 -1.536 -2.203
H 4.555 -3.432 -3.748
H 2.683 -5.031 -3.261
H 0.572 -4.227 -2.494
H 2.253 -1.261 1.341
H 2.081 -0.432 2.884
H 1.030 -2.466 3.696
H -1.191 -3.471 4.203
H -3.186 -2.636 2.914
H -2.834 -1.003 1.135
C -4.973 1.548 -4.081
C -4.175 0.847 -5.177
C -2.718 1.298 -5.252
C -1.905 1.002 -3.998
N -1.814 -0.442 -3.772
C -2.089 -1.125 -2.678
S -2.724 -0.340 -1.250
N -1.974 -2.444 -2.707
C -2.202 -3.394 -1.619
C -2.713 -4.725 -2.161
C -4.200 -4.750 -2.514
C -4.625 -3.794 -3.626
H -6.027 1.281 -4.138
H -4.900 2.633 -4.182
H -4.622 1.275 -3.083
H -4.642 1.038 -6.144
H -4.222 -0.237 -5.030
H -2.673 2.377 -5.420
H -2.227 0.839 -6.116
H -2.362 1.443 -3.117
H -0.892 1.395 -4.085
H -1.454 -0.969 -4.557
H -1.656 -2.857 -3.574
H -2.928 -2.957 -0.934
H -1.263 -3.533 -1.072
H -2.514 -5.485 -1.403
H -2.114 -5.015 -3.034
H -4.780 -4.540 -1.611
H -4.455 -5.770 -2.805
H -4.535 -2.748 -3.328
H -5.667 -3.963 -3.893
H -4.030 -3.946 -4.530
O 2.639 0.659 -2.441
Cl 1.840 0.234 -1.289
O 3.241 -1.925 -1.060
O 3.910 1.092 1.143
O 0.125 0.255 -1.743
*
```

***

Record 2
A structure of composition ClPd, computed with ωB97M-V with the def2-TZVPD basis set.

Properties
E_LUMO (alpha / beta) = -6.67 / -10.04 eV
HOMO energy (alpha / beta) = -17.81 / -17.28 eV
Kohn-Sham gap (alpha / beta) = 11.135 / 7.235 eV

ORCA input file:
```
! RIJCOSX wB97M-V def2-TZVPD def2/J DEFGRID3
* xyz 1 3
Pd -0.057 -1.105 0.584
Cl 0.057 1.105 -0.584
*
```

***

Record 3
An isolated molecule of C4H4ClFN2 in a non-equilibrium geometry, computed with ωB97M-V with the def2-TZVPD basis set.

Properties
E_LUMO = 0.77 eV
HOMO energy = -9.23 eV
Kohn-Sham gap = 9.998 eV
SMILES = Cn1cc(F)c(Cl)n1

ORCA input file:
```
! RIJCOSX wB97M-V def2-TZVPD def2/J DEFGRID3
* xyz 0 1
C -0.012 1.904 0.017
N -0.007 0.483 0.039
C 0.874 -0.415 -0.499
C 0.339 -1.662 -0.293
F 0.853 -2.859 -0.562
C -0.846 -1.435 0.432
Cl -1.872 -2.649 1.079
N -1.113 -0.136 0.505
H -0.961 2.292 -0.439
H 0.021 2.276 1.057
H 0.883 2.261 -0.469
H 1.840 -0.060 -0.867
*
```

***

Record 4
A structure of composition C19H20ClN2O6PReS3, computed with ωB97M-V with the def2-TZVPD basis set.

Properties
E_LUMO (alpha / beta) = -0.53 / -1.87 eV
HOMO energy (alpha / beta) = -7.95 / -8.64 eV
Kohn-Sham gap (alpha / beta) = 7.413 / 6.768 eV

ORCA input file:
```
! RIJCOSX wB97M-V def2-TZVPD def2/J DEFGRID3
* xyz 0 4
Re 0.021 0.092 0.477
S 1.637 0.798 -1.089
C 0.554 1.613 -2.198
C 1.043 2.614 -3.030
C 0.209 3.234 -3.949
C 0.739 4.247 -4.798
N 1.168 5.069 -5.475
C -1.143 2.861 -4.034
C -1.640 1.872 -3.194
C -0.801 1.243 -2.284
S -1.439 -0.071 -1.299
C -2.016 3.483 -4.970
N -2.721 3.978 -5.729
H 2.079 2.916 -2.958
H -2.683 1.594 -3.252
C -0.724 3.088 3.085
S 0.350 2.656 1.744
O 1.001 1.341 2.100
O 1.247 3.742 1.538
O -0.544 2.266 0.619
H -0.119 3.198 3.978
H -1.481 2.322 3.206
H -1.174 4.046 2.836
C -1.207 0.388 4.968
O -1.608 0.095 3.624
P -0.811 -0.899 2.646
O 0.340 -1.461 3.567
C 1.760 -1.325 3.414
O -1.739 -2.186 2.558
C -2.890 -2.182 1.703
H -1.251 -0.508 5.585
H -1.910 1.131 5.339
H -0.193 0.794 4.968
H 2.179 -2.303 3.181
H 2.148 -0.971 4.367
H 2.010 -0.605 2.639
H -3.053 -3.211 1.393
H -2.718 -1.557 0.821
H -3.747 -1.807 2.260
Cl -1.412 -3.564 -1.790
C 0.285 -3.217 -2.006
C 0.879 -3.676 -3.173
C 2.237 -3.505 -3.356
C 2.993 -2.895 -2.361
C 2.379 -2.432 -1.217
C 1.002 -2.552 -1.012
C 0.368 -2.040 0.246
H 0.273 -4.174 -3.915
H 2.705 -3.859 -4.264
H 4.059 -2.773 -2.487
H 2.972 -1.946 -0.454
H 0.982 -2.423 1.071
H -0.597 -2.539 0.362
*
```

***

Record 5
A structure of composition C3H9N3O in a non-equilibrium geometry, computed with ωB97M-V with the def2-TZVPD basis set.

Properties
E_LUMO (alpha / beta) = 0.77 / 0.77 eV
HOMO energy (alpha / beta) = -7.42 / -7.42 eV
Kohn-Sham gap (alpha / beta) = 8.185 / 8.186 eV

ORCA input file:
```
! RIJCOSX wB97M-V def2-TZVPD def2/J DEFGRID3
* xyz 0 1
C 2.023 0.080 0.854
C 1.058 0.765 0.330
C -0.318 0.744 0.776
N -1.901 0.211 -1.449
N -0.297 -1.407 -0.863
N -1.284 -0.463 -0.367
O -0.706 0.243 2.023
H 2.976 0.174 0.512
H 2.011 -0.722 1.561
H 1.204 1.445 -0.557
H -0.917 1.637 0.450
H -1.691 1.166 -1.254
H -1.660 -0.114 -2.392
H 0.363 -1.317 -1.662
H 0.085 -1.767 0.041
H -0.947 -0.674 1.998
*
```

***

Record 6
A structure of composition C3H7N2P in a non-equilibrium geometry, computed with ωB97M-V with the def2-TZVPD basis set.

Properties
E_LUMO = 0.68 eV
HOMO energy = -8.04 eV
Kohn-Sham gap = 8.722 eV

ORCA input file:
```
! RIJCOSX wB97M-V def2-TZVPD def2/J DEFGRID3
* xyz 0 1
C -2.205 0.182 -1.398
C 0.398 1.588 0.504
C 0.316 -2.028 0.490
N -2.210 -0.891 -0.948
N 0.271 0.716 -0.629
P 0.114 -0.798 -0.652
H -0.619 1.751 1.101
H 1.115 1.163 1.102
H 0.620 2.651 0.285
H -2.084 1.146 -1.797
H 0.313 -1.838 1.571
H 0.007 -3.017 0.493
H 0.116 -1.287 -1.978
*
```

***

The records above give, respectively, energy above the lowest of the compared OMol25 structures with the same formula, charge and spin values of 150.1, 0.0, 5.6, 22.8, 137.8, 48.1 kcal/mol.